Record 1
Density functional theory data (ωB97M-V/def2-TZVPD) for C38H52BrCoN5O as an isolated structure at a distorted geometry.

Charge: +1
Energy relative to the best compared isomer or geometry (same formula, charge and spin), eV: 0.7444
Multiplicity: 5
HOMO (spin up / spin down), eV: -9.6282 / -9.8463

Positions of all 98 atoms, in Å:
Br: -0.58 -5.78 5.04
Co: 0.98 0.77 -0.29
O: 2.29 -0.05 -1.62
N: 3.97 -5.37 1.14
N: 2.48 -0.36 1.00
N: 3.93 -4.84 -0.01
N: -0.43 0.00 -1.60
N: -1.19 -0.58 -3.74
C: -2.90 -2.16 -2.71
C: 3.86 -2.53 2.04
C: -0.56 3.11 -0.21
C: -2.49 1.22 3.46
C: 3.62 -3.31 -1.72
C: -2.88 0.59 -5.20
C: 2.82 -0.39 2.28
C: 0.81 -5.72 3.79
C: -0.57 0.25 -2.87
C: -1.07 1.54 1.35
C: 1.69 4.92 -0.49
C: 1.58 -5.16 1.59
C: -1.54 -1.96 -3.36
C: 3.74 -3.59 -0.30
C: -1.70 0.52 2.33
C: 0.01 1.53 -3.41
C: 3.17 2.99 -0.01
C: 0.55 -5.25 2.50
C: 2.89 -5.53 1.97
C: -2.59 -0.50 1.60
C: 2.90 -1.36 0.21
C: 3.12 -6.05 3.25
C: 3.55 -1.45 2.83
C: 0.66 2.83 0.44
C: 2.74 -1.12 -1.25
C: 1.90 3.73 0.45
C: -3.54 1.68 -1.21
C: -1.63 2.40 0.35
C: 3.14 -2.15 -2.18
C: -3.07 2.68 -0.15
C: 2.09 -6.13 4.16
C: 2.13 4.26 1.87
C: -3.13 4.07 -0.81
C: -1.54 -0.13 -5.10
C: -4.11 2.70 0.98
C: 3.51 -2.51 0.68
C: -0.61 -0.31 3.02
C: 0.32 1.83 1.43
H: 2.48 3.46 2.54
H: -3.72 -0.07 -4.94
H: -1.09 -1.09 3.62
H: 0.92 1.65 2.31
H: -4.33 1.70 1.36
H: 2.88 5.05 1.88
H: -1.49 -2.55 -4.28
H: 3.05 2.61 -1.03
H: -4.52 1.98 -1.61
H: -0.76 0.51 -5.48
H: 3.91 -4.10 -2.41
H: -4.18 4.34 -0.98
H: 1.20 4.66 2.29
H: -3.41 -0.03 1.06
H: 4.41 -3.36 2.46
H: 1.40 -4.80 0.58
H: -3.02 -1.21 2.31
H: 2.50 0.44 2.90
H: -0.79 2.20 -3.75
H: -1.99 2.14 3.75
H: -3.64 0.68 -0.80
H: -2.98 -1.62 -1.77
H: 3.85 -1.41 3.87
H: -0.89 -0.86 -1.31
H: -3.05 -3.23 -2.51
H: -2.69 4.83 -0.17
H: 3.05 -1.96 -3.24
H: -3.51 1.45 3.17
H: -0.75 -2.33 -2.71
H: 0.04 -0.80 2.29
H: -2.62 4.09 -1.78
H: 1.56 4.59 -1.53
H: 0.57 2.03 -2.63
H: 0.80 5.50 -0.20
H: -1.56 -1.02 -5.73
H: -1.99 -1.07 0.87
H: -2.54 0.57 4.34
H: -3.71 -1.83 -3.36
H: -0.45 -4.96 2.22
H: 0.00 0.29 3.70
H: 3.40 2.15 0.65
H: -2.92 1.46 -4.53
H: -0.65 3.84 -1.01
H: 2.26 -6.52 5.15
H: -3.78 3.33 1.81
H: -5.05 3.11 0.60
H: 4.03 3.67 0.00
H: 2.55 5.59 -0.45
H: -2.83 1.64 -2.04
H: -3.04 0.94 -6.23
H: 4.12 -6.36 3.52
H: 0.68 1.33 -4.25

=====

Record 2
Density functional theory data (ωB97M-V/def2-TZVPD) for a 6-piece molecular cluster, C38H52FN7OS2Si overall at a distorted geometry.

Multiplicity: 1
HOMO, eV: -8.3388

Positions of all 102 atoms, in Å:
S: 2.69 -0.28 -3.33
S: 3.25 2.59 -3.90
Si: 1.15 -4.17 0.17
F: 0.50 -5.00 2.74
O: 3.33 0.76 1.35
N: 2.49 -5.66 -1.84
N: 1.14 6.73 0.84
N: 3.35 1.75 -1.37
N: -6.62 -5.13 -2.36
N: -2.00 9.60 -0.60
N: -5.44 -5.65 2.73
N: 7.29 2.84 2.52
C: -8.29 -3.45 -1.94
C: 6.17 3.29 1.95
C: -6.27 -7.80 3.43
C: 3.46 -6.77 -1.97
C: -1.24 -5.40 1.04
C: 1.72 -5.85 -0.56
C: 6.07 4.52 1.31
C: 4.57 1.15 -0.82
C: 0.26 7.10 -0.10
C: -6.31 -5.09 -1.06
C: 1.57 -2.37 -1.96
C: 8.37 4.87 1.83
C: 4.43 0.39 0.54
C: 2.10 5.89 0.47
C: 7.20 5.32 1.25
C: -0.09 -4.47 1.60
C: 2.24 5.39 -0.81
C: -6.94 -4.27 -0.14
C: -7.60 -4.31 -2.77
C: -6.00 -6.84 2.47
C: 8.37 3.63 2.45
C: 0.31 6.66 -1.41
C: -2.60 -4.65 1.24
C: -3.76 11.03 -1.38
C: -1.48 11.69 -1.67
C: -7.95 -3.43 -0.59
C: -5.92 -7.52 4.74
C: 1.22 -0.91 -2.43
C: -2.83 11.95 -1.84
C: 2.16 1.66 -0.51
C: 2.18 0.53 0.53
C: 3.11 1.39 -2.75
C: -5.34 -6.30 5.04
C: 0.38 -3.06 -1.20
C: -1.12 10.50 -1.05
C: -5.12 -5.40 4.00
C: -3.29 9.88 -0.76
C: 1.32 5.78 -1.77
H: 1.23 1.63 -1.11
H: -7.83 -4.37 -3.83
H: 2.44 -2.33 -1.27
H: 2.37 -3.47 0.64
H: 2.98 -7.69 -1.58
H: 7.17 6.28 0.76
H: 0.35 -1.02 -3.09
H: 1.83 -2.92 -2.88
H: 2.41 -6.38 0.14
H: -3.98 9.13 -0.38
H: -6.11 -8.24 5.53
H: 3.78 -6.93 -3.01
H: 5.34 0.60 1.13
H: 9.28 5.47 1.81
H: -1.03 -5.58 -0.03
H: -6.65 -4.28 0.90
H: 3.05 4.70 -1.06
H: -0.36 -2.35 -0.80
H: 5.14 4.83 0.86
H: -2.56 -4.18 2.24
H: -0.08 -3.77 -1.92
H: 2.80 5.60 1.26
H: 9.26 3.23 2.92
H: 5.39 1.90 -0.74
H: -3.16 12.87 -2.32
H: -0.08 10.25 -0.90
H: -5.52 -5.76 -0.76
H: 4.94 0.41 -1.56
H: -4.82 11.20 -1.49
H: -0.55 -3.50 1.86
H: -2.64 -3.85 0.49
H: 0.88 -6.55 -0.73
H: -1.23 -6.38 1.55
H: 0.92 -0.31 -1.56
H: -6.72 -8.74 3.16
H: 2.24 -0.48 0.05
H: 4.35 -6.57 -1.34
H: -9.07 -2.81 -2.33
H: -8.46 -2.77 0.09
H: -0.42 6.99 -2.13
H: -0.51 7.79 0.22
H: 1.40 5.41 -2.78
H: 5.31 2.63 2.02
H: -0.73 12.38 -2.02
H: 2.10 2.61 0.06
H: -4.67 -4.44 4.18
H: 1.27 0.52 1.15
H: -5.05 -6.04 6.05
H: 4.47 -0.71 0.33
H: -6.25 -7.01 1.42
H: 3.05 -4.83 -1.69
H: -3.47 -5.31 1.14

=====

Record 3
Density functional theory data (ωB97M-V/def2-TZVPD) for C38H52FeN2O2P2 as an isolated structure at a distorted geometry.

Charge: +1
Energy relative to the best compared isomer or geometry (same formula, charge and spin), eV: 0.5410
Multiplicity: 6
HOMO (spin up / spin down), eV: -10.0144 / -10.0329

Positions of all 97 atoms, in Å:
Fe: 0.21 -2.10 -0.61
P: -1.38 -0.70 -0.97
P: 1.64 -0.66 -1.36
O: -0.05 3.08 -0.51
O: -1.19 1.01 3.43
N: -0.45 3.90 1.64
N: -0.75 1.70 1.26
C: 2.40 0.78 -0.60
C: -2.90 3.97 3.19
C: 1.58 -3.10 0.72
C: -1.63 3.96 3.76
C: -0.38 2.90 0.66
C: -2.05 -2.11 -1.89
C: -0.52 3.33 2.95
C: 0.70 -4.08 0.13
C: -1.71 -1.56 -5.02
C: -0.60 -2.57 1.34
C: 1.31 -1.21 2.46
C: 0.62 -1.93 -6.06
C: 1.25 -1.52 -4.75
C: -3.99 4.48 3.90
C: -1.73 -2.01 2.12
C: 3.32 3.19 4.95
C: -0.03 0.04 -2.04
C: 0.85 3.30 3.64
C: 1.94 3.99 3.11
C: 1.12 -5.30 -0.59
C: -1.41 4.56 5.01
C: 2.21 2.51 5.48
C: -0.73 0.71 -5.49
C: -1.51 -0.28 -4.67
C: 0.98 2.56 4.82
C: -0.65 -3.74 0.51
C: 0.78 -2.19 1.50
C: -1.86 -4.59 0.34
C: -2.65 0.44 -0.59
C: 1.44 -0.23 -4.43
C: 3.18 3.92 3.77
C: -0.88 1.87 2.58
C: -0.88 -2.33 -6.00
C: 3.06 -3.18 0.79
C: 2.99 -1.63 -2.12
C: -3.79 5.01 5.19
C: -2.50 5.05 5.73
C: 0.76 0.92 -5.12
H: 1.81 -1.73 3.29
H: 0.36 -5.61 -1.32
H: -2.77 -3.99 0.27
H: -0.05 1.14 -1.99
H: -1.31 -2.22 -7.02
H: -0.40 4.63 5.41
H: 0.84 1.83 -4.48
H: 1.69 -2.34 -4.19
H: 2.05 -0.54 2.00
H: 2.62 -2.63 -2.41
H: -0.05 4.81 1.43
H: -3.08 -2.24 -1.56
H: 0.75 -1.14 -6.81
H: 2.22 0.10 -3.74
H: -2.02 -1.90 -2.96
H: -2.64 -2.07 -4.75
H: 0.52 -0.58 2.89
H: -1.83 -2.58 3.06
H: 2.29 1.95 6.41
H: -3.05 3.57 2.18
H: 3.33 1.02 -1.14
H: -0.22 -0.29 -3.06
H: 1.84 4.58 2.20
H: 2.07 -5.15 -1.11
H: 2.64 0.52 0.44
H: 1.33 1.17 -6.04
H: 3.37 -3.75 1.67
H: -1.24 1.68 -5.42
H: 1.25 -6.14 0.11
H: 3.47 -3.67 -0.10
H: -2.38 0.92 0.37
H: -2.12 0.17 -3.86
H: -4.64 5.38 5.76
H: 0.12 2.02 5.20
H: 3.78 -1.77 -1.36
H: -0.78 0.43 -6.56
H: -4.98 4.46 3.45
H: -3.62 -0.08 -0.49
H: -2.68 -2.10 1.58
H: 4.03 4.46 3.34
H: -1.49 -3.05 -1.72
H: -1.97 -5.26 1.20
H: -0.95 -3.40 -5.79
H: 3.52 -2.18 0.88
H: 1.18 -2.80 -6.43
H: 3.43 -1.15 -3.00
H: 1.72 1.65 -0.62
H: -2.33 5.47 6.72
H: -1.79 -5.21 -0.57
H: -1.59 -0.96 2.40
H: 4.28 3.14 5.46
H: -2.68 1.20 -1.38

=====

Record 4
Density functional theory data (ωB97M-V/def2-TZVPD) for C38H53As2BrKN6OS2 as an isolated structure.

Charge: -1
Energy relative to the best compared isomer or geometry (same formula, charge and spin), eV: 0.0000
Multiplicity: 1
HOMO, eV: -4.1621

Positions of all 104 atoms, in Å:
Br: -3.59 1.39 -0.28
As: -0.06 2.86 0.15
As: 2.78 1.24 -0.83
K: -0.46 -0.03 -2.02
S: 2.48 -1.50 -3.28
S: -1.76 -2.65 -3.10
O: -1.14 -0.25 0.39
N: -2.31 -3.52 -5.52
N: 3.40 -3.02 -1.30
N: -1.30 -1.52 -5.58
N: -0.74 -0.43 -4.97
N: 0.47 1.83 -3.92
N: 1.22 -3.47 -2.06
C: 3.95 0.20 0.36
C: -1.75 -2.47 -4.81
C: 1.48 3.77 -5.63
C: 0.98 2.97 -3.46
C: -0.59 2.62 2.02
C: 4.13 3.51 0.45
C: -4.67 0.05 4.84
C: -0.12 0.36 -5.77
C: -5.91 0.90 4.57
C: -3.77 -0.06 3.61
C: 0.82 -1.03 2.48
C: 0.45 1.62 -5.24
C: 1.73 3.63 0.55
C: -0.58 -2.95 1.66
C: 3.27 -4.04 -0.48
C: 1.07 -4.51 -1.22
C: -3.89 0.69 6.00
C: -0.27 -5.18 -1.20
C: 2.39 -2.73 -2.17
C: 4.42 -4.32 0.45
C: 2.12 -4.86 -0.44
C: -1.70 -0.95 2.61
C: 3.09 5.36 1.55
C: 4.13 1.64 -2.20
C: -4.05 0.57 2.40
C: -5.14 -1.35 5.27
C: 0.96 2.58 -6.12
C: -1.95 -0.26 1.37
C: 4.24 4.70 1.14
C: 1.50 3.97 -4.26
C: -1.02 4.56 -0.15
C: -0.46 -1.84 2.72
C: 0.07 0.08 -7.24
C: -3.17 0.45 1.34
C: -0.34 -2.51 4.09
C: -2.59 -0.81 3.66
C: 2.89 2.96 0.14
C: 1.85 4.82 1.25
H: 0.78 -0.53 1.51
H: -5.77 -1.29 6.16
H: 4.88 0.72 0.57
H: -6.52 0.48 3.77
H: 1.87 4.51 -6.31
H: 1.69 -1.70 2.50
H: 0.30 -3.60 1.70
H: -4.52 0.76 6.89
H: -0.63 5.04 -1.04
H: -2.06 4.30 -0.31
H: 4.30 0.72 -2.75
H: -2.36 -1.32 4.59
H: -0.22 -0.93 -7.46
H: 1.12 0.23 -7.53
H: -0.23 -6.06 -0.56
H: -6.52 0.95 5.48
H: -0.66 -2.52 0.67
H: -4.94 1.16 2.27
H: -0.09 1.74 2.41
H: -1.47 -3.56 1.86
H: 5.16 -3.53 0.37
H: 5.04 3.00 0.14
H: -0.34 3.50 2.61
H: 0.98 3.08 -2.38
H: -0.58 -5.46 -2.21
H: -0.22 -1.78 4.89
H: -2.57 -3.30 -6.47
H: 4.88 -5.27 0.20
H: 3.16 6.30 2.10
H: 4.15 -0.75 -0.14
H: -5.72 -1.82 4.47
H: -0.53 0.76 -7.85
H: 3.42 0.01 1.30
H: 3.74 2.39 -2.88
H: 0.95 -0.28 3.26
H: -5.63 1.92 4.30
H: 2.05 -5.69 0.26
H: 0.94 2.41 -7.19
H: -3.00 0.10 6.25
H: -3.56 1.69 5.72
H: 4.06 -4.39 1.48
H: 0.55 -3.15 4.09
H: -4.29 -2.00 5.50
H: 0.96 5.35 1.59
H: -1.67 2.44 2.06
H: -2.92 -4.11 -4.99
H: 5.07 1.98 -1.77
H: 0.41 -3.17 -2.64
H: -1.02 -4.49 -0.82
H: 1.90 4.87 -3.82
H: 5.22 5.12 1.37
H: -1.20 -3.15 4.31
H: -0.95 5.24 0.70

=====

Looking at M for the records above, in order, we have 733.71, 734.10, 686.64, 942.86 Da.